1.
11
Properties=species:S:1:pos:R:3 method="wB97M-V/def2-TZVPD" gap_ev="8.886 / 4.632" e_tot_ha=-359.29016 e_homo_ev="-14.6 / -14.6" total_charge=+1 spin_multiplicity=2 lumo_ev="-5.75 / -10.00" fmax_ev_per_a=5.663 s_squared=0.76
C -1.58 0.13 1.61
N -1.31 0.62 0.40
O -1.33 0.75 2.67
H -1.76 -0.88 1.56
H -1.19 1.65 0.25
H -0.94 -0.10 -0.18
O 2.32 0.45 -1.75
C 1.85 -0.65 -1.58
O 0.92 -0.61 -0.58
H 2.03 -1.60 -2.16
H 1.00 0.23 -0.24

2.
103
Properties=species:S:1:pos:R:3 method="wB97M-V/def2-TZVPD" gap_ev=6.429 e_tot_ha=-6394.61628 e_homo_ev=-6.3 lumo_ev=0.15 fmax_ev_per_a=3.194
Ba -0.39 0.44 -0.08
C 3.95 1.54 4.27
N 2.79 0.84 3.74
C 2.45 -0.44 4.05
C 1.37 -0.75 3.29
N 1.03 0.32 2.52
C 1.90 1.27 2.80
P 1.99 2.94 2.09
C 0.22 3.34 1.89
N -0.79 2.49 1.79
C -1.92 3.26 1.74
C -1.58 4.58 1.81
N -0.22 4.62 1.91
C 0.58 5.83 1.92
C 2.46 2.58 0.37
N 1.64 2.16 -0.57
C 2.38 1.98 -1.70
C 3.67 2.32 -1.44
N 3.72 2.70 -0.13
C 4.91 3.12 0.59
H 4.02 1.36 5.34
H 4.86 1.18 3.78
H 3.83 2.60 4.10
H 3.02 -1.02 4.76
H 0.83 -1.68 3.23
H -2.89 2.82 1.64
H -2.17 5.47 1.78
H -0.07 6.66 2.18
H 1.37 5.75 2.67
H 1.02 6.01 0.94
H 1.95 1.61 -2.61
H 4.56 2.30 -2.05
H 5.68 3.34 -0.14
H 4.70 4.01 1.17
H 5.26 2.32 1.24
S 2.21 -1.32 0.05
C 2.03 -2.55 -1.17
N 1.05 -2.66 -2.01
C 1.23 -3.77 -2.82
C 0.37 -4.14 -3.85
C 0.66 -5.26 -4.60
C 1.80 -6.03 -4.34
C 2.67 -5.67 -3.33
C 2.38 -4.54 -2.57
S 3.25 -3.81 -1.27
H -0.50 -3.54 -4.07
H 0.00 -5.55 -5.41
H 2.01 -6.90 -4.94
H 3.56 -6.25 -3.12
S -2.85 1.76 -1.29
C -2.69 2.39 -2.93
C -3.25 3.62 -3.30
C -3.15 4.10 -4.59
C -2.47 3.38 -5.57
C -1.91 2.16 -5.23
C -2.02 1.67 -3.93
As -1.16 0.03 -3.37
C -2.69 -1.17 -3.18
C -2.43 -2.45 -2.69
C -3.45 -3.38 -2.54
C -4.75 -3.02 -2.87
C -5.02 -1.74 -3.35
C -4.00 -0.82 -3.50
C -0.48 -0.70 -5.05
C 0.87 -0.48 -5.33
C 1.45 -0.99 -6.48
C 0.68 -1.72 -7.37
C -0.66 -1.94 -7.11
C -1.24 -1.43 -5.96
H -3.78 4.19 -2.55
H -3.59 5.06 -4.84
H -2.39 3.76 -6.58
H -1.39 1.58 -5.98
H -1.41 -2.72 -2.42
H -3.23 -4.37 -2.18
H -5.56 -3.74 -2.76
H -6.03 -1.46 -3.60
H -4.22 0.18 -3.86
H 1.48 0.06 -4.61
H 2.50 -0.83 -6.66
H 1.14 -2.13 -8.27
H -1.26 -2.51 -7.80
H -2.30 -1.61 -5.77
C 0.47 -5.24 4.78
C -0.33 -4.45 3.79
C -0.20 -4.68 2.43
C -0.92 -3.92 1.51
C -1.78 -2.94 1.97
C -1.91 -2.68 3.33
C -1.20 -3.44 4.23
S -2.55 -1.94 0.74
C -4.26 -2.00 1.19
O -2.12 -0.50 1.08
H 0.84 -6.16 4.34
H -0.11 -5.49 5.66
H 1.34 -4.67 5.12
H 0.48 -5.44 2.07
H -0.79 -4.08 0.45
H -2.54 -1.87 3.68
H -1.29 -3.25 5.29
H -4.39 -1.55 2.17
H -4.58 -3.04 1.18
H -4.80 -1.44 0.43

3.
65
Properties=species:S:1:pos:R:3 method="wB97M-V/def2-TZVPD" gap_ev=5.407 e_tot_ha=-2434.21182 e_homo_ev=-5.5 lumo_ev=-0.14 fmax_ev_per_a=4.039
O 3.58 -0.68 -0.92
C 4.49 0.10 -1.16
C 5.80 -0.28 -1.75
C 6.02 -1.58 -2.26
H 5.18 -2.28 -2.32
C 7.32 -1.94 -2.64
H 7.50 -2.95 -3.01
C 8.37 -1.02 -2.54
H 9.40 -1.33 -2.76
C 8.13 0.30 -2.14
H 8.94 1.04 -2.12
C 6.84 0.67 -1.75
H 6.60 1.69 -1.44
H 4.35 1.18 -0.98
C 2.66 0.27 2.26
C 1.34 0.78 1.88
H 2.85 0.34 3.36
H 3.45 0.85 1.73
H 2.77 -0.78 1.94
C 0.45 1.53 2.48
C 0.16 1.66 3.96
H -0.25 2.11 1.87
H 1.07 1.58 4.57
H -0.55 0.90 4.32
H -0.32 2.63 4.15
In 0.53 0.02 -0.27
Cl 1.42 -2.22 -0.04
Cl 1.95 1.92 -0.84
H 2.09 -2.48 -4.28
H 0.71 -4.18 -4.16
C 1.69 -1.87 -3.46
C 0.15 -3.83 -3.28
N 0.35 -2.39 -3.17
H 1.62 -0.82 -3.75
C -0.57 -1.65 -2.57
O -0.35 -0.45 -2.23
H -0.92 -4.03 -3.41
H -1.55 -2.12 -2.36
H 2.34 -1.96 -2.58
H 0.52 -4.36 -2.39
H -3.40 4.50 -1.16
H -2.06 4.99 -3.40
C -2.42 4.30 -0.72
C -1.17 4.73 -2.81
N -1.53 3.80 -1.74
H -2.51 3.58 0.09
C -0.94 2.60 -1.64
O -1.06 1.84 -0.65
H -0.41 4.26 -3.45
H -0.33 2.33 -2.52
H -2.02 5.25 -0.35
H -0.78 5.66 -2.37
N -1.40 -0.66 0.83
C -2.45 -0.82 1.34
C -3.72 -1.00 1.99
C -3.93 -0.35 3.22
C -5.11 -0.55 3.92
C -6.13 -1.35 3.39
C -5.95 -1.96 2.15
C -4.76 -1.78 1.43
H -3.14 0.30 3.60
H -5.24 -0.08 4.90
H -7.07 -1.48 3.94
H -6.73 -2.59 1.73
H -4.62 -2.23 0.44

4.
72
Properties=species:S:1:pos:R:3 method="wB97M-V/def2-TZVPD" gap_ev=4.601 e_tot_ha=-2957.57754 e_homo_ev=-3.1 total_charge=-1 lumo_ev=1.50 fmax_ev_per_a=0.709
F -2.95 0.74 -1.43
C -1.63 0.29 -1.18
C -1.65 -1.11 -0.60
C -0.91 -2.14 -1.47
C 0.62 -2.09 -1.56
P 1.44 -1.67 -0.13
S 1.76 0.27 0.32
H -1.11 0.30 -2.13
H -1.18 1.01 -0.50
H -2.70 -1.40 -0.56
H -1.28 -1.11 0.43
H -1.25 -3.14 -1.19
H -1.28 -1.99 -2.49
H 0.92 -1.29 -2.24
H 2.72 -2.23 -0.20
H 0.88 -2.36 0.95
C 1.13 -0.06 4.04
N 2.28 -0.99 3.88
O 3.32 -0.76 4.45
O 2.07 -1.92 3.14
H 1.41 0.75 4.70
H 0.89 0.30 3.04
H 0.31 -0.64 4.44
C 1.29 2.43 -4.23
N 1.08 0.96 -4.27
O 0.03 0.54 -4.71
O 1.97 0.28 -3.82
H 0.41 2.91 -4.65
H 1.44 2.70 -3.19
H 2.17 2.64 -4.82
C -0.50 4.15 5.31
N -0.52 2.71 5.65
O -1.41 2.03 5.19
O 0.36 2.29 6.38
H -1.34 4.35 4.65
H -0.58 4.71 6.24
H 0.44 4.36 4.81
C -1.27 -7.61 -1.80
N -1.34 -6.15 -1.50
O -1.36 -5.40 -2.45
O -1.38 -5.83 -0.33
H -1.23 -7.73 -2.87
H -0.38 -8.02 -1.32
H -2.16 -8.06 -1.38
C 3.29 3.32 1.67
N 2.46 3.77 2.81
O 1.88 2.94 3.48
O 2.41 4.97 3.02
H 3.25 2.25 1.55
H 2.90 3.82 0.78
H 4.29 3.68 1.89
C -4.70 6.09 3.29
N -3.89 6.71 4.37
O -4.34 7.69 4.94
O -2.82 6.20 4.60
H -5.62 6.64 3.19
H -4.11 6.12 2.38
H -4.88 5.06 3.58
C 4.55 1.06 -2.45
N 4.68 2.46 -1.94
O 3.84 2.81 -1.14
O 5.60 3.13 -2.34
H 3.68 0.61 -1.98
H 4.44 1.12 -3.53
H 5.46 0.54 -2.19
C -3.02 -6.21 -5.16
N -3.27 -7.67 -5.31
O -4.28 -8.03 -5.88
O -2.42 -8.41 -4.85
H -3.85 -5.67 -5.61
H -2.93 -6.00 -4.10
H -2.08 -5.98 -5.65

5.
44
Properties=species:S:1:pos:R:3 method="wB97M-V/def2-TZVPD" gap_ev=8.360 e_tot_ha=-1245.00835 e_homo_ev=-11.7 total_charge=+1 lumo_ev=-3.36 fmax_ev_per_a=6.730
O 3.34 0.47 0.68
P 2.62 0.62 -0.74
O 2.96 2.29 -1.24
O 3.29 -0.53 -1.90
C 0.73 0.50 -0.53
C -0.19 -0.26 -1.68
C -1.67 0.05 -0.97
C -1.36 0.41 0.64
N 0.11 -0.04 0.74
H 2.82 2.85 -0.40
H 4.06 -0.97 -1.41
H 0.35 1.63 -0.55
H -0.02 0.08 -2.79
H -0.15 -1.45 -1.62
H -2.05 1.10 -1.38
H -2.45 -0.82 -0.90
H -2.12 -0.02 1.43
H -1.43 1.59 0.82
H 0.60 0.06 1.66
H 0.08 -1.10 0.63
C 3.36 -3.67 -1.00
C 3.60 -5.00 -1.33
C 3.90 -5.93 -0.33
C 3.94 -5.53 1.00
C 3.70 -4.20 1.34
C 3.41 -3.27 0.34
H 3.13 -2.95 -1.78
H 3.56 -5.32 -2.37
H 4.09 -6.97 -0.60
H 4.17 -6.25 1.78
H 3.74 -3.88 2.38
H 3.23 -2.23 0.60
C -4.74 4.99 -0.21
C -4.50 3.66 -0.54
C -4.20 2.73 0.45
C -4.16 3.13 1.79
C -4.40 4.47 2.12
C -4.69 5.40 1.12
H -4.97 5.71 -0.99
H -4.54 3.34 -1.58
H -4.01 1.69 0.19
H -3.93 2.41 2.57
H -4.36 4.78 3.16
H -4.87 6.43 1.39

6.
25
Properties=species:S:1:pos:R:3 method="wB97M-V/def2-TZVPD" gap_ev=9.060 e_tot_ha=-426.67618 e_homo_ev=-8.3 lumo_ev=0.79 fmax_ev_per_a=4.095
C 1.42 0.80 -0.04
C -0.89 1.04 -1.49
C 1.91 0.65 1.39
C 2.08 -0.15 -1.03
C -0.39 1.01 -0.06
O -0.81 1.76 0.82
H 1.62 1.82 -0.37
H -0.66 2.02 -1.92
H -0.45 0.26 -2.10
H -1.98 0.92 -1.48
H 1.82 -1.19 -0.82
H 1.82 0.08 -2.06
H 1.32 1.28 2.06
H 2.97 0.92 1.47
H 1.82 -0.39 1.72
H 3.17 -0.07 -0.97
C -1.01 -1.22 0.55
C -2.42 -0.97 1.02
O -0.92 -2.04 -0.59
H -1.65 -1.81 -1.19
H -0.41 -1.69 1.33
H 0.00 -0.30 0.37
H -2.87 -1.90 1.38
H -2.43 -0.23 1.82
H -3.05 -0.60 0.21

7.
16
Properties=species:S:1:pos:R:3 method="wB97M-V/def2-TZVPD" gap_ev="9.243 / 5.329" e_tot_ha=-271.34930 e_homo_ev="-14.6 / -14.3" total_charge=+1 spin_multiplicity=2 lumo_ev="-5.37 / -8.97" fmax_ev_per_a=1.546 s_squared=0.76
C 1.32 0.61 -0.61
O 2.58 0.05 -0.83
C 0.13 -0.19 -1.14
C -0.60 -0.98 -0.02
C -0.67 -0.17 1.22
C -1.67 0.77 1.49
H 1.15 0.77 0.49
H 1.34 1.63 -0.98
H 2.50 -0.79 -1.29
H 0.37 -0.88 -1.95
H -0.59 0.50 -1.58
H -1.64 -1.11 -0.33
H -0.05 -1.89 0.19
H -0.05 -0.55 2.03
H -1.52 1.39 2.36
H -2.60 0.83 0.93

8.
23
Properties=species:S:1:pos:R:3 method="wB97M-V/def2-TZVPD" gap_ev="6.168 / 6.629" e_tot_ha=-1640.20627 e_homo_ev="-11.8 / -11.9" total_charge=+1 lumo_ev="-5.59 / -5.26" fmax_ev_per_a=3.663
C -0.98 -1.69 -0.99
C 1.46 -1.39 -0.84
C -0.74 -2.58 -2.01
C 1.64 -2.21 -1.94
C 0.13 -1.10 -0.29
C 0.60 -2.87 -2.50
C -0.33 0.90 3.52
C 0.61 3.02 0.62
N -0.45 1.85 2.70
O -0.02 -0.46 0.80
P -0.65 1.84 1.11
S -2.52 2.60 0.74
Cl 0.60 -3.81 -3.85
H -1.99 -1.28 -0.76
H 2.37 -0.98 -0.41
H -1.55 -2.92 -2.60
H 2.66 -2.27 -2.23
H -0.37 1.16 4.63
H -0.49 -0.17 3.24
H 1.48 2.70 0.05
H 0.99 3.28 1.64
H 0.16 3.81 -0.13
H -2.62 2.58 -0.52